15
Properties=species:S:1:pos:R:3:forces:R:3 method="wB97M-V/def2-TZVPD" max_force_ha_per_bohr=0.0062 multiplicity=1 lumo_energy_ev=0.721 relative_energy_ev=4.985 gap_ev=9.105 e_homo_ev=-8.38 total_charge=0
O -0.568 0.480 2.172 -0.278 0.012 -0.040
C 0.219 0.097 1.072 0.233 -0.048 -0.214
C -0.172 -1.250 0.415 -0.010 -0.093 0.055
C -0.743 -0.814 -0.932 -0.054 -0.158 0.150
C 0.773 0.442 -1.322 0.213 0.165 0.015
C -0.048 0.972 -0.154 0.036 0.242 0.082
O -1.308 0.464 -0.625 -0.016 -0.011 -0.045
H -1.479 0.547 1.847 0.103 -0.027 0.132
H 1.259 0.131 1.407 -0.130 0.018 -0.065
H 0.630 -1.989 0.353 -0.072 0.146 -0.081
H -1.000 -1.708 0.967 0.107 0.029 -0.051
H 0.087 -0.629 -1.815 -0.086 -0.056 -0.035
H 1.826 0.200 -1.179 -0.111 -0.063 0.043
H 0.591 1.006 -2.239 0.011 -0.062 0.079
H -0.068 2.051 0.033 0.055 -0.092 -0.025

36
Properties=species:S:1:pos:R:3:forces:R:3 method="wB97M-V/def2-TZVPD" max_force_ha_per_bohr=0.0112 multiplicity=1 lumo_energy_ev=-0.173 gap_ev=8.476 e_homo_ev=-8.65 total_charge=0
H 5.090 -3.161 0.053 -0.025 -0.016 0.033
N 5.155 -2.250 -0.404 -0.181 0.137 0.060
C 4.191 -1.505 -0.062 0.286 -0.020 -0.152
C 3.080 -1.843 0.889 0.222 -0.072 0.260
B 1.631 -1.579 0.391 -0.099 -0.168 -0.313
C 1.175 -0.243 -0.311 -0.135 0.214 0.209
C 0.697 -0.451 -1.750 -0.464 0.291 0.181
C 0.679 0.819 -2.604 0.058 -0.027 -0.057
I 1.872 -1.991 -2.677 0.084 -0.194 -0.123
P 0.251 -2.896 0.831 0.309 -0.115 0.165
O -0.776 -2.086 1.743 0.030 0.092 0.451
O -0.642 -3.115 -0.495 0.022 -0.130 -0.164
S 0.902 -4.521 1.637 -0.117 0.129 -0.099
H 4.168 -0.507 -0.507 -0.026 0.014 0.028
H 3.190 -1.153 1.748 -0.077 -0.032 -0.017
H 3.211 -2.853 1.281 -0.044 0.017 -0.004
H 0.301 0.144 0.242 0.272 0.058 -0.097
H 1.946 0.533 -0.260 0.051 -0.094 -0.121
H -0.305 -0.876 -1.711 0.165 -0.148 -0.050
H 1.524 0.870 -3.291 0.035 0.071 0.136
H 0.716 1.703 -1.960 -0.074 -0.053 -0.055
H -0.227 0.863 -3.209 0.024 0.002 0.020
H -1.256 -1.370 1.298 -0.202 -0.055 -0.243
H -0.399 -3.958 -0.900 -0.098 -0.002 -0.089
C -4.313 3.138 0.614 0.019 -0.006 0.028
C -3.056 3.118 1.473 -0.061 0.013 -0.039
C -1.863 2.472 0.759 -0.003 0.075 0.096
C -2.103 1.063 0.455 -0.085 0.017 -0.149
N -2.303 -0.040 0.202 0.084 0.046 0.134
H -4.641 2.127 0.368 0.010 -0.007 -0.007
H -5.129 3.634 1.138 -0.010 0.000 -0.001
H -4.141 3.675 -0.321 0.002 0.004 -0.005
H -3.246 2.586 2.406 0.018 -0.006 0.012
H -2.767 4.135 1.742 0.018 0.005 -0.003
H -0.961 2.532 1.371 0.004 -0.024 0.003
H -1.650 2.987 -0.180 -0.012 -0.016 -0.027

74
Properties=species:S:1:pos:R:3:forces:R:3 method="wB97M-V/def2-TZVPD" max_force_ha_per_bohr=0.0124 multiplicity=1 lumo_energy_ev=-8.523 relative_energy_ev=0.307 gap_ev=4.612 e_homo_ev=-13.14 total_charge=+2
Pb -0.554 0.849 0.788 0.059 0.007 0.183
Br 0.156 0.264 4.555 0.003 -0.008 0.018
C -0.626 1.978 4.933 -0.019 -0.032 0.037
Br -0.870 3.071 3.354 0.001 0.025 -0.024
H 0.037 2.520 5.595 -0.012 -0.003 -0.009
H -1.601 1.816 5.374 0.018 0.015 -0.007
N -3.116 1.389 0.904 0.101 0.050 -0.049
C -4.063 0.356 0.601 -0.154 -0.007 -0.097
C -5.226 0.612 -0.068 0.041 -0.024 0.005
C -6.145 -0.424 -0.345 -0.018 0.051 -0.024
C -5.900 -1.696 0.075 0.018 -0.050 0.015
C -4.700 -1.994 0.764 -0.023 -0.071 0.010
C -4.382 -3.289 1.232 0.002 0.043 -0.011
C -3.198 -3.502 1.878 -0.020 0.002 -0.021
C -2.310 -2.420 2.023 0.037 0.068 0.010
N -2.563 -1.204 1.602 -0.002 -0.037 0.140
C -3.761 -0.969 1.007 0.018 -0.061 -0.074
H -3.217 1.698 1.868 0.026 -0.039 0.032
H -3.282 2.195 0.309 0.026 0.049 0.045
H -5.458 1.625 -0.377 -0.002 0.010 0.000
H -7.058 -0.190 -0.876 -0.008 0.002 -0.003
H -6.612 -2.489 -0.111 -0.010 -0.008 0.002
H -5.088 -4.096 1.079 -0.010 -0.005 -0.002
H -2.933 -4.475 2.267 0.003 -0.011 0.006
H -1.347 -2.567 2.505 0.021 -0.013 0.015
C -0.067 -3.996 -2.795 -0.006 -0.028 0.012
C 0.021 -2.993 -3.756 0.022 0.009 -0.027
C -0.141 -1.664 -3.404 0.055 -0.069 0.052
C -0.381 -1.346 -2.069 0.047 0.095 0.078
C -0.465 -2.338 -1.100 0.001 -0.105 -0.211
C -0.317 -3.670 -1.470 -0.031 0.035 -0.039
N -0.546 0.002 -1.614 -0.029 0.027 -0.120
N -0.573 0.871 -2.498 -0.064 0.196 0.151
C -0.711 2.220 -2.056 0.065 -0.321 -0.185
C -0.779 3.152 -3.089 -0.007 0.090 0.084
C -0.883 4.498 -2.774 0.002 -0.047 0.037
C -0.906 4.880 -1.440 0.005 0.029 -0.070
C -0.830 3.928 -0.424 -0.029 -0.037 0.065
C -0.740 2.569 -0.701 0.015 0.143 -0.131
H 0.033 -5.032 -3.090 0.001 -0.005 -0.004
H 0.202 -3.250 -4.791 -0.003 -0.013 -0.004
H -0.090 -0.879 -4.145 -0.005 -0.003 0.015
H -0.690 -2.073 -0.078 -0.024 0.044 0.109
H -0.432 -4.450 -0.728 -0.024 -0.013 -0.018
H -0.750 2.813 -4.116 0.004 -0.022 -0.012
H -0.941 5.239 -3.559 -0.005 0.011 0.004
H -0.980 5.930 -1.185 0.000 0.008 0.007
H -0.834 4.280 0.602 -0.001 0.011 0.011
C 3.627 -0.424 -1.038 0.045 -0.205 -0.049
S 3.960 -2.139 -1.510 -0.265 -0.138 0.368
C 3.187 -3.231 -0.474 -0.162 0.606 0.106
C 2.341 -2.992 0.753 0.196 0.111 -0.396
S 2.066 -1.551 1.434 0.024 -0.157 0.052
S 1.643 -4.446 1.403 0.152 -0.010 0.090
C 2.355 -5.609 0.313 -0.191 0.097 -0.068
S 2.089 -7.182 0.302 0.086 0.099 0.029
S 3.394 -4.840 -0.909 0.116 -0.390 -0.107
H 4.142 0.143 -1.812 0.022 -0.063 -0.088
H 4.052 -0.190 -0.068 -0.010 -0.008 0.071
H 2.560 -0.229 -1.071 -0.046 0.016 0.027
F 6.703 3.340 1.973 -0.010 -0.024 -0.104
C 6.247 2.839 0.824 0.041 -0.045 -0.006
F 6.619 3.641 -0.175 0.007 -0.022 0.080
F 6.842 1.640 0.632 -0.004 0.112 0.012
C 4.751 2.637 0.858 -0.036 0.002 -0.016
C 3.970 2.897 -0.256 0.043 -0.003 0.031
C 2.624 2.570 -0.198 -0.011 0.014 0.017
N 2.057 2.016 0.873 -0.074 0.069 0.002
C 2.811 1.822 1.958 0.006 -0.083 -0.010
C 4.163 2.110 1.999 -0.022 0.027 -0.045
H 4.393 3.340 -1.147 0.006 -0.001 0.013
H 1.972 2.756 -1.044 -0.017 0.012 -0.018
H 2.309 1.404 2.825 0.000 0.001 -0.013
H 4.740 1.929 2.895 0.019 -0.005 0.018

119
Properties=species:S:1:pos:R:3:forces:R:3 method="wB97M-V/def2-TZVPD" max_force_ha_per_bohr=0.2305 multiplicity=1 smiles="COC[C@H](C)N.COC[C@H](C)N.NC(N)=O.NC(N)=O.NC(N)=O.NC(N)=O.NC(N)=O.CCO.CCO.CCO.CCO.CCO" lumo_energy_ev=0.076 relative_energy_ev=6.725 gap_ev=9.252 e_homo_ev=-9.18 total_charge=0
C 6.804 -0.714 -3.463 0.521 -0.486 0.798
O 5.482 -0.292 -3.549 -1.228 -0.468 -0.650
C 4.584 -1.286 -4.149 0.373 0.875 0.240
C 3.522 -0.501 -4.864 -0.095 0.421 -0.314
C 2.401 -1.363 -5.497 0.776 0.973 -0.472
N 4.272 0.430 -5.756 -1.414 -1.295 -0.330
H 6.819 -1.491 -2.699 0.624 -0.225 0.096
H 7.449 0.113 -3.164 -0.282 0.127 0.204
H 7.250 -1.105 -4.378 -0.357 -0.138 -0.375
H 5.161 -1.820 -4.905 -0.018 -0.465 0.120
H 4.097 -1.917 -3.405 0.551 -0.242 0.073
H 3.062 0.178 -4.146 -0.403 -0.405 0.622
H 2.754 -2.045 -6.270 0.342 -0.485 0.465
H 1.776 -0.713 -6.109 -0.336 0.325 0.330
H 1.803 -1.830 -4.715 0.038 -0.220 -0.189
H 3.620 1.201 -5.775 0.661 0.720 -0.439
H 5.047 0.622 -5.138 0.235 0.985 -0.271
C 0.016 2.369 2.392 1.466 -0.265 1.536
O 0.254 1.285 1.584 -0.237 -0.938 -2.386
C -0.116 1.557 0.212 0.352 -0.653 1.397
C -0.194 0.222 -0.441 -1.060 -1.411 -2.800
C -0.340 0.214 -1.977 1.018 1.218 -1.174
N -1.431 -0.493 -0.103 -0.762 0.681 1.768
H 0.341 3.310 1.948 -0.651 0.264 -0.191
H 0.795 2.154 3.125 -0.404 0.691 1.047
H -0.975 2.298 2.839 -0.148 0.630 -0.145
H -1.129 1.957 0.250 -0.113 0.523 -0.346
H 0.612 2.256 -0.199 -0.053 0.048 -0.274
H 0.642 -0.449 -0.242 0.111 0.314 0.586
H 0.599 0.216 -2.532 0.420 -0.345 0.269
H -0.760 1.134 -2.382 -0.567 0.358 0.361
H -0.952 -0.592 -2.379 0.110 -0.174 0.451
H -2.239 0.022 -0.422 -0.234 0.117 -1.842
H -1.719 -0.207 0.822 0.866 -0.540 1.573
N -3.285 4.256 -1.143 1.040 -1.535 -6.652
C -3.729 4.830 -0.088 0.723 1.342 3.191
N -3.778 3.946 0.867 -0.798 -3.319 4.096
O -3.838 6.007 0.067 -1.152 2.974 -0.092
H -2.924 3.314 -1.167 -0.472 0.198 0.052
H -3.674 4.659 -1.984 0.750 -0.131 -0.330
H -3.929 4.134 1.847 -0.076 0.555 -0.433
H -3.962 2.993 0.588 -0.042 -0.048 0.119
N 3.356 2.821 2.136 -3.891 1.892 4.837
C 4.104 2.477 1.167 1.150 -3.605 -0.211
N 4.446 1.174 1.177 0.580 -1.793 0.006
O 4.388 3.264 0.359 2.255 3.658 -4.695
H 3.083 3.791 2.076 -0.167 -0.247 0.469
H 3.199 2.286 2.979 0.043 0.172 -0.266
H 3.866 0.557 1.727 0.437 -0.296 -0.052
H 5.284 0.849 0.717 -0.517 0.082 -0.047
N -1.049 -5.144 -1.550 1.338 -3.948 0.799
C -1.636 -4.588 -2.605 0.124 -1.674 -1.527
N -1.858 -3.405 -2.193 -2.098 6.590 0.596
O -1.899 -4.990 -3.734 0.041 -0.886 -0.066
H -1.039 -6.154 -1.526 0.312 0.213 0.464
H -1.177 -4.567 -0.731 0.611 -1.503 0.513
H -2.511 -2.804 -2.675 0.236 0.317 -0.078
H -1.629 -3.216 -1.228 -0.481 0.975 -0.530
N -5.247 1.470 -2.484 -1.814 6.034 -4.649
C -4.917 0.827 -1.461 1.930 -0.551 3.916
N -5.079 -0.429 -1.692 0.001 -5.041 1.446
O -4.427 1.316 -0.413 0.147 -0.311 -0.386
H -5.164 2.474 -2.408 -0.401 -0.004 -0.309
H -5.807 1.075 -3.225 0.358 0.275 0.142
H -4.421 -1.007 -1.189 -0.462 -0.510 -0.124
H -5.412 -0.765 -2.584 0.598 -0.060 0.256
N -2.101 -0.490 -5.364 5.515 9.931 -3.384
C -2.715 -1.388 -4.832 -2.888 -4.872 3.224
N -2.732 -2.422 -5.585 -0.912 -4.298 -2.466
O -3.192 -1.402 -3.726 -1.883 0.939 3.267
H -1.884 0.322 -4.805 0.105 0.049 -0.377
H -1.624 -0.629 -6.243 -0.107 0.548 0.363
H -2.024 -2.370 -6.304 -0.509 -1.565 0.020
H -3.073 -3.240 -5.101 0.620 -0.697 -0.695
C -2.803 0.577 4.503 1.253 0.021 1.051
C -3.700 0.774 3.349 -1.026 0.092 -1.411
O -3.033 0.383 2.141 0.551 -0.022 0.344
H -2.145 -0.272 4.323 0.067 -0.005 -0.055
H -3.219 0.422 5.498 -0.673 -0.080 -0.287
H -2.195 1.472 4.634 0.357 -0.098 -0.121
H -3.940 1.829 3.221 -0.337 0.143 0.325
H -4.626 0.198 3.353 -0.154 0.029 0.560
H -3.573 0.686 1.407 -0.361 0.073 -0.443
C 3.043 -3.049 -1.191 1.086 -0.679 -0.359
C 2.388 -3.036 0.161 0.982 2.349 0.315
O 1.460 -4.019 0.184 -1.364 -2.037 -0.122
H 2.300 -3.347 -1.931 -0.059 0.216 -0.061
H 3.843 -3.787 -1.239 -0.068 -0.373 0.013
H 3.555 -2.137 -1.499 -0.432 0.336 0.348
H 1.983 -2.032 0.286 -0.732 0.274 0.003
H 3.047 -3.072 1.028 0.729 -0.402 -0.084
H 0.903 -3.994 0.965 -0.121 0.363 -0.009
C -1.049 -3.864 3.103 0.601 0.014 0.800
C -1.416 -2.633 2.358 -2.188 0.044 -1.113
O -1.052 -2.833 1.018 1.288 -1.367 -0.290
H -1.444 -3.881 4.119 -0.010 0.077 0.022
H 0.034 -3.976 3.164 0.099 -0.244 0.000
H -1.496 -4.691 2.554 0.213 -0.119 0.066
H -1.185 -1.606 2.641 0.687 -0.229 0.753
H -2.504 -2.652 2.296 -0.521 0.365 0.674
H -1.137 -1.992 0.564 -0.212 0.695 -0.804
C -1.088 5.336 4.615 -1.094 0.175 -0.871
C -1.011 5.071 6.112 -0.964 0.347 -0.477
O 0.211 4.428 6.297 1.032 0.015 0.909
H -0.889 4.398 4.098 0.116 0.057 -0.032
H -0.430 6.105 4.211 0.838 -0.151 0.608
H -2.000 5.737 4.172 -0.716 -0.301 0.576
H -1.766 4.420 6.553 -0.239 -0.353 -0.712
H -1.151 5.963 6.724 0.481 0.446 -0.062
H 0.852 5.127 6.147 0.534 -0.248 0.032
C 3.779 -1.202 4.696 -0.535 -0.446 0.518
C 2.315 -1.454 4.170 1.648 -0.827 2.368
O 2.287 -0.716 3.076 -0.573 3.403 -4.664
H 4.510 -1.791 4.143 -0.178 -0.549 0.294
H 3.878 -1.295 5.778 0.110 -0.590 -0.044
H 4.151 -0.197 4.499 -0.781 0.367 -0.185
H 1.513 -1.079 4.806 0.220 -0.527 0.933
H 2.113 -2.463 3.811 0.189 -0.744 1.081
H 1.396 -0.407 2.900 -0.093 0.127 -0.535